No. 1
19
Properties=species:S:1:pos:R:3:forces:R:3 method="wB97M-V/def2-TZVPD" smiles="CCP(O)#[PH2].C=C" de_lowest_kcal_mol=58.31 multiplicity=1
H 1.152570 -3.541755 0.603529 -0.073 -0.926 -0.261
H -0.031452 -5.027764 1.026675 0.686 0.608 -0.765
H -1.769291 -3.858468 0.176604 -1.737 -0.567 -0.251
H -1.490687 1.718724 -1.702755 0.101 -0.252 -0.716
C 0.208816 -4.092791 0.476241 -1.902 2.365 0.161
C -0.863863 -3.370750 0.011187 2.473 -1.233 1.336
H 0.298318 -0.844481 0.974325 -0.092 -1.169 0.873
P 2.244718 1.569573 -0.382732 0.170 2.459 -0.543
H -0.931103 -2.337502 -0.314930 0.555 -0.229 -0.254
H -1.504727 3.733484 -0.441763 0.472 -0.109 0.838
H -1.568257 1.436275 0.008797 0.292 -0.332 -0.550
C -0.892041 1.757405 -0.811209 0.308 -1.302 0.888
C -0.563227 3.154162 -0.407700 1.839 1.641 0.394
P 0.500752 0.407935 -0.689278 -2.565 0.955 1.617
H 2.848518 0.425740 -0.087827 1.379 -1.819 0.507
H -0.007278 3.071220 0.595356 -1.363 0.713 -1.088
O 0.179088 0.093881 1.029021 0.268 0.447 -2.274
H 0.133589 3.788812 -1.047844 -0.638 -1.231 0.328
H 2.055556 1.916298 0.984304 -0.174 -0.019 -0.243

No. 2
33
Properties=species:S:1:pos:R:3:forces:R:3 method="wB97M-V/def2-TZVPD" de_lowest_kcal_mol=211.59 multiplicity=1
N 1.445179 1.839886 -0.096678 -0.954 -1.637 -3.318
C 0.349354 1.106387 -2.147455 -1.822 -0.753 0.970
H -0.021105 -0.499147 3.319955 -0.797 1.124 -2.949
H -0.829582 -0.900031 -2.356074 2.099 0.382 0.962
H -2.156560 0.675279 3.094832 2.141 0.425 -3.625
H 0.287683 -2.907584 0.103102 -0.389 -1.029 0.187
H -0.869346 1.981570 2.228336 -1.145 -3.062 0.212
C 1.333466 -1.417800 -1.831573 1.962 -5.211 -0.801
H -0.600702 1.589202 -2.607853 1.490 -1.151 0.537
H 1.722574 -0.404970 -0.072470 1.634 -0.428 0.697
C -0.208401 -0.168293 2.134436 3.705 0.786 2.735
H -1.390301 -1.338363 0.713743 1.517 -0.110 0.610
O 1.518988 2.238782 0.986006 -0.652 1.224 2.353
H -2.651418 1.943122 1.207463 -1.047 -0.275 -0.935
C 1.692006 -1.477061 -0.286182 -0.387 0.249 -2.361
H 1.015139 -2.528707 -2.097415 0.290 1.708 0.564
H -1.686427 2.531246 -0.776759 -1.638 0.897 -3.420
H -0.646236 -2.145163 2.118510 -1.066 -0.522 0.242
H -0.767171 2.916861 0.463811 0.290 -0.275 0.531
H 2.572800 -2.247059 -0.244960 -0.921 2.450 -0.076
H 0.963901 0.197447 1.910304 -3.420 -0.277 0.282
H 1.220468 1.701067 -2.628328 -1.053 -1.397 1.312
C 0.674858 -2.104336 0.700766 3.835 -0.936 -1.668
C -2.018497 1.151165 0.785851 -1.798 1.979 -4.013
N 0.150063 1.382075 -0.594461 1.364 1.247 -2.114
C -0.445049 -1.408141 1.360193 -1.734 -1.046 0.068
H -2.632322 0.472358 0.037599 1.246 0.719 2.126
H 2.236221 -1.422849 -2.566726 -0.879 0.658 1.836
C -1.360919 0.856890 2.012185 2.140 1.062 6.804
C -1.092493 2.049881 -0.120952 2.224 -1.959 3.164
C 0.303827 -0.607277 -2.406657 -4.090 5.485 -4.420
H 0.301929 -0.538015 -3.642660 0.645 -0.620 2.871
H 1.588072 -2.518423 1.300113 -2.788 0.294 0.637